Entry 1:
119
Properties=species:S:1:pos:R:3:forces:R:3 method="wB97M-V/def2-TZVPD" total_energy_ha=-2825.2933
C 5.3473 -0.6794 1.5075 0.01 0.39 -0.20
C 5.3490 0.4832 0.3495 0.25 -0.19 0.01
C 6.1121 -0.0127 -1.0267 -0.57 0.05 0.09
C 5.3278 -1.2174 -1.8303 -0.36 0.54 0.16
C 3.7759 -0.7747 -2.1484 0.29 0.85 -0.27
C 3.0864 -1.5698 -3.4098 0.39 -0.48 0.60
C 3.4295 -3.1991 -3.4341 0.15 0.50 -0.04
C 2.9421 -3.9761 -2.0756 0.24 -0.45 -0.48
C 1.3605 -4.4644 -2.1005 0.49 -0.69 1.19
C 0.4099 -3.5616 -1.0693 0.57 -0.07 -1.88
C -0.5314 -2.5606 -2.0246 1.10 -0.44 1.92
C -0.4891 -1.0873 -1.2341 -1.13 -1.71 -1.46
C -1.8434 -0.1612 -1.5615 1.11 1.87 -0.21
C -1.3312 1.3241 -1.0963 -0.28 1.82 1.85
F -0.4695 2.0175 -2.1289 -1.85 -1.92 1.82
C -0.4160 1.3594 0.2702 1.27 0.72 -0.42
C -0.3907 2.8476 1.0151 1.14 -0.94 0.37
C -2.2913 0.0376 -3.1282 -0.90 -2.72 -1.95
S -3.3055 1.5216 -3.6508 -0.30 0.13 0.10
I -0.8496 -0.1397 -4.7587 0.47 0.02 0.65
C -3.3078 -1.2468 -3.4694 0.15 -0.27 -1.39
O -3.5906 -1.7489 -4.6727 1.05 2.99 9.08
O -3.7494 -1.5862 -2.1099 0.48 -0.51 -3.19
C -3.2614 -0.7701 -0.9484 -0.51 -0.57 -0.19
C -4.5191 0.2234 -0.6448 -0.47 0.91 0.73
C -5.8342 0.0380 -1.5986 -1.40 1.88 0.80
C -6.8271 1.3435 -1.2659 -0.56 -0.64 -1.55
O -6.6528 -1.1526 -1.3325 0.44 1.05 0.90
C -3.1547 -1.8585 0.3179 0.07 -1.42 0.22
C -4.5600 -2.7283 0.5212 -0.59 -0.43 -0.89
C -2.7308 -1.1659 1.7381 0.41 0.66 -0.25
C -3.5216 -1.6942 3.0646 0.49 0.97 1.33
C -4.9639 -0.8964 3.3520 0.89 -0.51 0.21
H 4.2359 -1.0627 1.6602 2.50 0.71 -0.10
H 5.7892 -0.2261 2.5134 -1.13 -1.17 -2.08
H 6.0344 -1.5591 1.1498 -1.35 1.56 0.84
H 5.9201 1.4311 0.7423 -1.15 -1.80 -0.76
H 4.2317 0.7886 0.1480 2.31 -0.47 0.20
H 7.2109 -0.3899 -0.7590 -2.32 1.01 -0.60
H 6.1399 0.9312 -1.7472 0.21 -2.04 1.41
H 5.2949 -2.2080 -1.1939 0.33 1.89 -1.34
H 5.9198 -1.3813 -2.8436 -1.32 0.11 2.09
H 3.1068 -0.8123 -1.1690 1.43 -0.17 -2.00
H 3.8182 0.3786 -2.4457 -0.21 -2.36 0.62
H 3.4691 -1.0344 -4.4001 -1.02 -1.33 2.01
H 1.9245 -1.4877 -3.2896 2.13 0.10 -0.54
H 4.5938 -3.3807 -3.5848 -2.46 0.50 0.33
H 2.8836 -3.6494 -4.3662 1.02 0.72 1.74
H 3.6120 -4.9425 -1.9733 -1.31 1.94 -0.18
H 3.1637 -3.3092 -1.1349 -0.52 -1.27 -1.78
H 1.3380 -5.5869 -1.7044 0.09 2.35 -0.89
H 0.9498 -4.5017 -3.1958 0.70 0.27 2.09
H -0.2282 -4.3116 -0.4374 1.16 1.74 -0.95
H 1.1321 -2.8792 -0.4258 -1.58 -1.63 -1.06
H -1.5933 -3.0507 -2.0241 1.93 1.24 -0.44
H 0.0080 -2.5401 -3.0622 -1.53 0.17 1.92
H 0.4665 -0.5151 -1.6006 -1.90 -1.02 0.87
H -0.4338 -1.3947 -0.0815 -0.25 1.25 -2.61
H -2.2152 2.1032 -0.9030 1.76 -1.80 -0.77
H -0.6362 0.5136 1.0420 0.09 1.68 -1.55
H 0.7091 1.1869 -0.0910 -2.48 0.27 0.78
H 0.4909 2.7671 1.8160 -1.97 0.14 -1.67
H -0.0514 3.6753 0.2564 -1.05 -1.56 1.42
H -1.3710 3.0914 1.6057 1.74 -0.35 -1.41
H -3.6252 1.2793 -5.0123 0.76 -0.39 1.69
H -4.8977 0.0398 0.4728 0.87 0.33 -2.44
H -4.2526 1.3850 -0.6733 -0.33 -2.61 -0.10
H -5.6418 0.0898 -2.7498 -0.08 -0.40 2.40
H -7.3305 1.2624 -0.2112 1.27 0.30 -1.82
H -6.3109 2.3735 -1.4857 -0.93 -2.00 0.74
H -7.7135 1.2422 -2.0593 1.84 0.28 1.78
H -7.1545 -1.0618 -0.4629 1.18 0.19 -1.69
H -2.3292 -2.6935 0.1000 -1.77 1.98 0.12
H -5.4717 -2.0413 0.8604 2.18 -1.62 -0.50
H -4.9294 -3.2394 -0.4890 1.03 1.34 2.05
H -4.3950 -3.6473 1.2658 -0.27 2.35 -1.46
H -2.8793 0.0128 1.6289 0.22 -2.45 0.48
H -1.5668 -1.3141 1.8992 -2.39 0.21 -0.30
H -2.8407 -1.3901 3.9983 -1.28 -0.70 -2.13
H -3.6338 -2.8679 3.1483 0.16 2.54 -0.44
H -4.9883 -0.6112 4.5015 -0.19 -0.70 -2.45
H -5.8302 -1.6371 3.0816 1.43 1.82 0.54
H -4.9882 0.1170 2.7434 -0.14 -2.22 1.15
C 2.7294 3.8324 3.7054 -0.08 0.20 -0.23
C 2.8101 2.3450 3.9123 0.04 -0.90 0.10
O 2.4473 1.5419 3.0565 0.01 0.33 0.09
N 3.3079 1.8975 5.1017 -0.48 0.09 -0.89
C 3.7803 2.6804 6.2185 0.16 -0.52 0.07
H 2.3145 4.0447 2.7156 0.10 -0.19 0.22
H 2.0739 4.2784 4.4578 0.19 0.10 -0.01
H 3.7287 4.2716 3.7627 -0.14 0.09 0.13
H 3.3337 0.8862 5.1731 0.00 0.30 -0.04
H 4.8241 2.4131 6.4043 -0.20 0.34 0.17
H 3.1803 2.4200 7.0948 0.17 0.24 0.13
H 3.7084 3.7527 6.0368 0.05 -0.34 -0.04
C -4.0485 -2.7701 -7.0911 0.41 -0.05 -0.16
C -3.5421 -2.9003 -8.5012 0.62 0.06 -0.31
O -2.3698 -2.6877 -8.8006 -0.55 -0.10 0.12
N -4.4369 -3.2688 -9.4636 0.47 0.14 0.17
C -5.8422 -3.5585 -9.3066 0.10 -0.06 -0.48
H -3.2287 -2.4709 -6.4313 -0.29 -0.23 -0.69
H -4.8272 -2.0045 -7.0438 -0.03 -0.16 0.14
H -4.4379 -3.7309 -6.7446 -0.15 0.15 0.05
H -4.0282 -3.3370 -10.3893 -0.15 0.01 0.26
H -6.0181 -4.5835 -9.6442 -0.31 0.06 0.12
H -6.4049 -2.8686 -9.9413 -0.26 -0.14 0.15
H -6.1770 -3.4551 -8.2745 0.18 0.01 -0.16
C 4.0548 5.5741 9.2506 -0.23 -0.17 0.07
C 5.2203 5.3771 8.3208 0.56 -0.33 -0.50
O 5.3749 4.3467 7.6700 -0.02 0.61 0.51
N 6.1241 6.3942 8.2146 -0.44 -0.65 -0.05
C 6.1121 7.6685 8.8925 0.42 0.09 -0.25
H 3.4172 4.6852 9.2356 0.26 0.16 -0.09
H 4.4139 5.7245 10.2720 -0.14 0.14 -0.07
H 3.4598 6.4316 8.9262 0.05 0.01 0.20
H 6.8826 6.1942 7.5717 -0.21 0.07 0.20
H 6.0876 8.4567 8.1352 -0.04 0.17 0.28
H 7.0353 7.7544 9.4721 -0.17 0.26 0.10
H 5.2559 7.7793 9.5578 0.13 -0.11 -0.15



Entry 2:
120
Properties=species:S:1:pos:R:3:forces:R:3 method="wB97M-V/def2-TZVPD" smiles="CCOC(C)=O.CCOC(C)=O.CCOC(C)=O.C1CCOC1.C1CCOC1.C1CCOC1.C1CCOC1.C1CCOC1.C1CCOC1" relative_energy_kcal_mol=63.0 total_energy_ha=-2317.6580
C -3.7038 -1.9031 -2.8384 0.60 0.08 0.98
C -2.3173 -2.6033 -3.0890 -1.41 -1.13 1.24
C -1.6125 -1.5787 -3.8711 1.27 1.07 -0.02
O -1.9801 -0.3433 -3.2486 1.09 0.22 -0.11
C -3.3599 -0.3940 -2.9705 -0.20 -0.53 -0.85
H -4.0671 -2.1254 -1.8117 0.21 0.05 -0.69
H -4.4594 -2.2062 -3.5363 -0.33 -0.21 -0.44
H -2.4136 -3.5301 -3.6235 -0.34 -0.41 -0.64
H -1.9178 -2.9650 -2.1303 0.34 0.87 -0.17
H -2.0133 -1.6092 -4.8793 0.01 0.14 -0.52
H -0.4948 -1.6164 -3.9425 -0.94 -0.02 0.27
H -3.8669 0.1638 -3.7874 -0.20 -0.56 0.39
H -3.5413 0.1137 -2.0451 -0.06 0.45 0.55
C 0.2658 3.3617 3.2129 0.64 1.77 -0.49
C 1.2794 3.3972 2.0321 1.08 -1.42 0.76
C 2.6868 3.5028 2.7474 -2.80 0.58 -0.62
O 2.3541 4.3503 3.8039 0.20 0.42 1.63
C 1.1159 3.9445 4.4022 -0.14 -0.31 -1.03
H -0.0796 2.3747 3.3282 -0.31 -1.31 0.64
H -0.6390 3.9799 3.0006 0.78 -0.31 0.12
H 1.1255 4.2684 1.4659 -0.17 1.01 -1.04
H 1.2484 2.4811 1.4196 -0.25 0.41 -0.03
H 3.4888 3.9730 2.2063 0.17 0.04 -0.42
H 2.9354 2.5173 3.0601 0.68 -0.99 0.56
H 0.6798 4.8392 4.8339 -0.08 0.07 0.05
H 1.2579 3.2093 5.2050 0.18 -0.01 -0.19
C 1.9213 -3.2506 -2.2252 -0.69 0.17 0.19
C 3.2430 -4.0101 -2.3476 0.15 0.52 0.90
C 4.3206 -2.8443 -2.4006 -1.00 0.25 1.00
O 3.5096 -1.6448 -2.4999 0.43 0.42 -0.46
C 2.1825 -1.9382 -2.9261 1.37 -1.62 0.20
H 1.6490 -3.0515 -1.1870 0.09 -0.05 -0.12
H 1.0701 -3.7247 -2.7074 -0.06 -0.50 0.06
H 3.1610 -4.6342 -3.2101 0.53 -0.17 -0.96
H 3.3728 -4.7204 -1.5212 0.19 0.39 0.02
H 4.9753 -2.8812 -3.2854 -0.05 -0.24 0.44
H 4.9169 -2.7088 -1.4179 -0.81 -0.49 -1.70
H 2.0388 -2.0896 -3.9984 0.58 0.13 -0.39
H 1.5399 -1.1612 -2.6409 -0.70 1.25 0.65
C -1.0497 1.2265 -0.5663 -0.29 0.79 -0.29
C -1.1028 -0.0887 0.2145 -0.17 -0.52 0.70
C 0.1785 -0.8372 -0.1757 0.16 0.13 0.10
O 1.0888 0.2234 -0.5021 -0.24 -0.13 0.00
C 0.2684 1.1492 -1.3037 1.86 0.21 2.92
H -1.0432 2.0898 0.1181 -0.20 -0.29 -0.32
H -1.8392 1.3641 -1.3345 0.18 -0.14 0.74
H -1.9419 -0.7188 -0.0427 -0.53 -0.02 -0.10
H -1.1672 0.0978 1.3181 0.21 -0.19 -0.96
H 0.0734 -1.4490 -1.0976 -0.45 0.16 0.42
H 0.5380 -1.5230 0.6364 0.07 0.92 -0.59
H 0.1528 0.7077 -2.2329 -0.24 -0.60 -2.17
H 0.8853 2.0637 -1.3066 -0.64 -0.25 -0.38
C 3.4048 -1.4195 1.2988 1.33 0.51 -0.36
C 2.8744 -2.8241 1.3985 0.67 -1.40 1.00
C 2.2302 -2.8494 2.7931 0.01 0.62 -0.87
O 1.9150 -1.4924 3.0763 -0.08 0.45 0.24
C 3.0095 -0.6912 2.5787 -0.21 -1.48 0.23
H 2.8753 -1.0140 0.4682 0.07 0.98 -0.72
H 4.5079 -1.3620 1.1351 -0.85 -0.05 -0.09
H 3.6767 -3.5686 1.3424 -0.04 0.03 0.10
H 2.2096 -3.0879 0.5914 -0.44 0.15 -0.01
H 2.9216 -3.2253 3.5056 1.02 -0.24 0.85
H 1.3653 -3.4727 2.9041 -0.84 -0.04 -0.19
H 3.8272 -0.6584 3.3194 -0.20 -0.08 -0.15
H 2.6667 0.3065 2.3877 -0.40 0.48 0.04
C -6.1582 -0.2700 1.9617 -0.96 -0.47 0.34
C -5.8560 1.0005 2.7965 -0.86 -0.47 0.23
C -4.4278 0.8108 3.1916 1.56 -0.01 -1.05
O -3.8205 0.0305 2.0988 -0.89 -0.24 0.72
C -4.8778 -0.4240 1.1866 1.34 1.10 0.21
H -7.0284 -0.1021 1.3067 0.34 -0.09 0.14
H -6.4032 -1.1657 2.5732 0.33 0.59 -0.13
H -6.5111 1.1493 3.6599 0.02 -0.26 -0.09
H -6.0177 1.8584 2.1628 0.23 0.39 -0.30
H -4.2938 0.3524 4.1675 -0.19 -0.77 -0.01
H -3.7923 1.6948 3.2621 -0.40 0.40 -0.18
H -4.5469 -1.3893 0.7670 -0.51 0.21 0.37
H -4.8848 0.3328 0.3900 -0.05 -0.31 -0.28
O -2.6469 -3.6014 0.0064 0.59 -0.48 0.66
C -1.7400 -4.0403 0.6947 -0.30 0.43 -0.78
O -1.4638 -3.6309 1.9249 -0.21 -0.03 0.75
C -2.3004 -2.6100 2.5124 0.34 1.38 0.04
C -1.5792 -2.0395 3.7510 -0.47 1.08 -1.71
C -0.7118 -5.0473 0.2500 1.59 -0.28 0.50
H -3.2909 -2.9767 2.7609 -0.05 -0.48 0.00
H -2.4523 -1.8249 1.7648 0.12 -0.22 0.25
H -0.5677 -1.7333 3.4870 0.04 0.10 -0.07
H -1.5120 -2.7655 4.4934 0.10 -1.31 1.43
H -2.1096 -1.1564 4.1606 0.13 -0.53 -0.40
H -0.1089 -4.6427 -0.5961 -0.58 -0.16 0.50
H -1.1501 -5.9910 -0.0747 -0.18 0.17 -0.02
H 0.0190 -5.2684 1.0947 -1.01 0.30 -1.05
O 6.8298 3.3536 -0.5316 0.18 -2.26 0.76
C 6.9747 2.1588 -0.2457 -0.36 2.12 -1.00
O 5.9689 1.3273 0.0702 0.09 0.55 -0.18
C 4.6859 1.9758 0.2498 -0.68 -0.60 -0.42
C 3.7918 2.0176 -1.0313 2.08 -0.57 0.48
C 8.2676 1.4348 -0.2961 0.86 -0.93 0.12
H 4.9050 2.9600 0.6437 -0.28 0.17 0.09
H 4.2099 1.3232 1.0087 0.08 0.58 -0.41
H 4.0859 2.7879 -1.7635 0.16 -0.51 0.30
H 2.8177 2.2227 -0.7049 -1.44 0.41 0.53
H 3.7592 0.9966 -1.4389 0.10 0.39 -0.24
H 8.4612 1.0663 -1.2955 -0.36 -0.07 -0.49
H 8.2384 0.5306 0.3269 0.09 0.42 0.02
H 9.1568 2.0355 -0.1053 -0.40 0.25 0.42
O -1.9838 4.4932 -1.4223 -0.37 -1.27 -2.40
C -2.0453 4.0187 -2.5728 1.23 1.50 2.69
O -3.1695 3.8605 -3.2579 -0.15 0.06 -0.12
C -4.3870 4.1932 -2.5777 -0.83 -1.37 1.09
C -5.1881 2.8579 -2.3117 -0.12 0.78 -0.09
C -0.7981 3.7257 -3.3644 0.39 0.78 -0.62
H -4.9568 4.9018 -3.1975 0.29 -0.38 0.09
H -4.1657 4.6503 -1.5845 -0.03 -0.23 -0.94
H -6.1327 3.1861 -1.8312 0.44 -0.45 -0.09
H -4.6493 2.1415 -1.6548 -0.19 0.77 -0.20
H -5.4580 2.2805 -3.2156 0.23 0.58 0.18
H -0.6233 2.6909 -3.6256 -0.45 -0.36 -0.07
H 0.0951 4.0560 -2.8188 -0.49 0.04 0.04
H -0.8547 4.3138 -4.3070 0.03 -0.46 0.48



no.,LUMO level (eV)
1,0.5
2,0.6